{"formula": "C3H6N2OS", "method": "ωB97M-V/def2-TZVPD", "elements": ["C", "C", "C", "N", "N", "O", "S", "H", "H", "H", "H", "H", "H"], "positions_angstrom": [[0.355, -0.465, 1.331], [2.658, -0.320, 0.913], [0.664, 0.624, -0.717], [-0.159, 0.086, 0.321], [-1.481, 0.533, 0.151], [2.078, 2.229, 0.867], [2.454, 1.110, 0.022], [-0.335, -0.785, 2.192], [2.955, -1.276, 0.456], [0.763, -0.231, -1.385], [0.057, 1.476, -1.127], [-1.925, 0.170, 0.984], [-2.065, 0.431, -0.651]], "de_lowest_kj_mol": 872.7, "homo_energy_ha": -0.29656, "e_tot_ha": -700.556796, "orbital_gap_ev": 7.89, "e_lumo_ev": -0.2}